Record 1
97
Properties=species:S:1:pos:R:3:forces:R:3:mulliken_spin:R:1 method="wB97M-V/def2-TZVPD" de_lowest_ev=0.000 charge=0 homo_ev="-7.449 / -7.514" spin_multiplicity=5
Co 0.263595 -0.056775 0.034294 0.967 -0.080 -0.068 2.855
O 0.657824 0.301012 2.217793 -0.334 0.114 -0.075 0.000
P 0.212399 -0.460960 3.415007 0.208 -0.109 0.073 0.020
C -1.583069 -0.789870 3.372430 0.066 0.029 -0.037 0.006
P -2.117113 -1.638516 1.867850 -0.205 -0.114 -0.183 -0.022
O -1.425455 -1.199626 0.615353 0.293 0.301 0.005 -0.027
C -1.873549 -3.400986 2.112632 0.036 0.072 0.037 0.004
C -2.624010 -4.116554 3.042887 0.022 -0.013 -0.016 0.001
C -2.406787 -5.475112 3.201598 -0.028 0.029 0.004 0.000
C -1.449750 -6.115389 2.423753 0.020 -0.038 0.026 0.000
C -0.708997 -5.403856 1.492539 0.058 0.020 -0.012 -0.003
C -0.916249 -4.041070 1.331363 -0.024 -0.015 0.082 -0.003
C -3.890843 -1.372892 1.744407 0.051 0.007 -0.053 0.003
C -4.672482 -0.835861 2.761004 -0.019 -0.038 0.002 0.000
C -6.034605 -0.652428 2.563742 0.025 0.002 0.021 0.000
C -6.610882 -0.999575 1.351993 -0.017 0.002 -0.006 0.000
C -5.832100 -1.532683 0.332254 0.006 -0.010 -0.005 0.000
C -4.475058 -1.722103 0.526016 -0.023 0.045 0.021 0.000
C 0.414659 0.473641 4.940393 0.026 -0.023 -0.058 0.003
C -0.119704 1.763153 4.964839 0.046 -0.009 0.036 0.003
C 0.020760 2.546368 6.097510 -0.014 0.006 -0.021 0.000
C 0.698172 2.049568 7.204238 0.000 0.019 0.021 0.001
C 1.244707 0.776413 7.176575 0.007 -0.033 -0.012 0.000
C 1.107284 -0.014398 6.043274 -0.046 0.053 -0.004 0.000
C 1.059449 -2.035862 3.576011 -0.043 0.098 -0.109 0.006
C 2.087192 -2.262670 2.661966 -0.030 -0.055 0.048 -0.016
C 2.794633 -3.457598 2.725322 0.009 0.037 -0.049 -0.007
C 2.475532 -4.408533 3.680237 -0.021 -0.060 0.002 0.000
C 1.437862 -4.186247 4.580396 -0.024 -0.007 -0.006 -0.001
C 0.728563 -2.999971 4.529158 -0.035 0.013 -0.017 0.000
H -2.051141 0.198267 3.400092 -0.025 -0.006 -0.035 0.000
H -1.904217 -1.349697 4.254246 0.036 -0.008 0.010 0.000
H -3.390816 -3.617908 3.626452 0.001 -0.006 0.011 0.000
H -2.990716 -6.037580 3.918308 0.002 0.001 0.002 0.000
H -1.285778 -7.178800 2.543946 0.002 0.006 -0.004 0.000
H 0.034872 -5.906664 0.888570 -0.003 -0.006 0.000 0.000
H -0.348108 -3.470068 0.607943 0.034 0.007 -0.008 0.004
H -4.229401 -0.552988 3.707724 -0.012 0.003 0.002 0.000
H -6.640583 -0.230776 3.354606 -0.006 0.000 -0.003 0.000
H -7.671336 -0.849015 1.197418 -0.001 0.001 0.000 0.000
H -6.282886 -1.793329 -0.616074 0.000 0.002 -0.002 0.000
H -3.857989 -2.118864 -0.271483 0.001 0.001 -0.002 0.000
H -0.612068 2.161717 4.084922 -0.002 0.006 -0.002 0.001
H -0.385799 3.548839 6.113883 0.000 0.001 0.001 0.000
H 0.810131 2.665527 8.087072 0.002 -0.001 0.001 0.000
H 1.787648 0.398976 8.032986 0.000 0.001 0.003 0.000
H 1.549660 -1.001049 6.011812 0.017 0.004 0.029 0.000
H 2.302526 -1.527992 1.891729 -0.007 -0.024 0.002 0.014
H 3.591839 -3.639738 2.016371 -0.009 -0.005 0.005 0.000
H 3.029594 -5.338090 3.723086 0.000 0.009 -0.002 0.000
H 1.183679 -4.938284 5.315918 0.002 -0.001 0.001 0.000
H -0.078619 -2.825229 5.232842 -0.007 -0.013 -0.007 0.000
C -1.550571 -1.115344 -3.973890 0.055 -0.050 0.024 0.002
C -0.336373 -1.216627 -3.059035 0.099 0.090 -0.045 0.005
C 0.957570 -1.186970 -3.865743 -0.018 -0.072 0.081 0.005
C -0.392898 -2.487871 -2.223575 -0.040 0.072 -0.050 -0.010
O -0.356251 -0.117467 -2.118947 -0.045 0.195 0.184 -0.010
Si -0.298938 1.551194 -2.325918 -0.230 -0.192 -0.038 0.016
S 0.018762 2.267440 -0.411905 -0.130 -0.320 0.009 0.106
O 0.882270 1.831336 -3.411222 -0.040 -0.109 -0.228 -0.009
C 1.195534 2.949910 -4.247152 -0.116 0.058 0.233 -0.003
C 1.243166 4.211104 -3.389922 0.048 -0.016 -0.089 0.002
C 0.152714 3.085682 -5.351933 0.091 -0.014 -0.048 0.000
C 2.563119 2.645466 -4.840657 -0.022 0.018 0.033 0.000
O -1.695631 1.996066 -3.078841 -0.036 0.165 0.079 -0.010
C -3.002074 2.282624 -2.560273 0.180 -0.060 0.118 0.005
C -3.947812 2.154889 -3.745213 0.006 0.012 0.020 0.000
C -3.385771 1.289294 -1.462814 -0.072 0.070 -0.096 0.001
C -3.004461 3.706520 -2.012850 -0.079 -0.052 -0.084 0.001
H -1.567838 -1.973336 -4.649194 -0.013 0.017 -0.024 0.001
H -1.516924 -0.199900 -4.564877 -0.019 0.009 0.005 -0.001
H -2.470411 -1.117129 -3.386366 -0.008 0.001 -0.016 0.000
H 1.042087 -2.111939 -4.440560 0.028 0.012 -0.013 0.001
H 1.806312 -1.108353 -3.185190 0.011 -0.014 -0.006 -0.001
H 0.980711 -0.340092 -4.547502 -0.003 0.017 0.001 0.001
H -0.385791 -3.361247 -2.878526 0.006 -0.008 0.022 0.002
H -1.303267 -2.498172 -1.623252 -0.019 -0.020 0.038 0.002
H 0.472736 -2.520239 -1.559717 0.002 -0.029 0.014 0.003
H 0.254259 4.436567 -2.985041 -0.005 0.005 0.000 0.001
H 1.577934 5.061605 -3.987698 -0.018 0.018 0.027 0.000
H 1.926069 4.066644 -2.552787 0.019 0.022 -0.004 0.000
H -0.810424 3.393642 -4.949669 -0.002 -0.013 0.015 0.000
H 0.021509 2.127862 -5.859190 0.016 0.005 -0.020 0.000
H 0.491466 3.823407 -6.082437 -0.047 0.011 -0.015 0.000
H 3.289121 2.505059 -4.039810 0.017 -0.009 -0.012 0.000
H 2.891668 3.464630 -5.482321 0.018 -0.007 -0.005 0.000
H 2.516888 1.730531 -5.433046 0.018 -0.004 -0.002 0.000
H -3.917889 1.137880 -4.139312 -0.003 0.001 -0.016 0.000
H -3.647302 2.843619 -4.535957 -0.014 -0.009 -0.018 0.000
H -4.970987 2.387188 -3.444149 -0.009 0.001 -0.021 0.000
H -3.291840 0.265125 -1.826291 -0.005 -0.012 0.002 -0.001
H -4.423154 1.459919 -1.164019 0.008 -0.014 0.044 0.000
H -2.738936 1.410362 -0.593622 -0.005 -0.024 0.014 -0.001
H -2.653284 4.395301 -2.783684 -0.011 0.016 0.010 -0.001
H -2.345148 3.775932 -1.148250 0.011 0.027 0.001 0.002
H -4.016075 3.998283 -1.721194 0.016 0.014 0.034 0.000
O 1.753779 -0.821968 -0.206269 -0.644 -0.019 0.193 1.047

Record 2
7
Properties=species:S:1:pos:R:3:forces:R:3:nbo_charge:R:1 method="wB97M-V/def2-TZVPD" de_lowest_ev=0.000 charge=0 homo_ev="-6.956 / -12.621" spin_multiplicity=3
C -1.386123 -0.097061 -0.034622 0.643 1.130 0.171 -0.024
C 1.220625 0.050273 0.171359 1.738 -0.791 3.963 0.879
O 0.000869 -0.362757 0.018302 -2.230 -2.014 -1.516 -0.582
F 2.155543 -0.906153 -0.067888 -0.960 0.518 -0.812 -0.335
F 1.715640 1.229546 -0.104328 -0.584 0.881 -1.477 -0.314
H -2.141581 -0.861154 0.355264 1.835 1.175 -0.576 0.205
H -1.564972 0.947307 -0.338085 -0.442 -0.899 0.247 0.171

Record 3
10
Properties=species:S:1:pos:R:3:forces:R:3:nbo_charge:R:1 method="wB97M-V/def2-TZVPD" de_lowest_ev=3.698 charge=+1 homo_ev=-15.438
C -0.970318 -0.502494 -0.247965 0.199 -0.262 -0.067 0.339
C -0.848436 2.974668 -0.122232 -0.403 0.923 -0.041 0.411
C 0.018987 0.577352 -0.015404 0.489 0.353 0.129 -0.325
N -2.217465 -0.358509 -0.337638 -1.063 0.337 -0.458 -0.677
N -0.498295 1.869856 -0.057309 -0.062 -0.551 0.017 -0.584
O -4.337015 -0.402373 0.850021 -0.813 0.046 0.651 -0.700
S -3.769125 -0.145065 -0.412086 2.062 -0.265 -0.169 1.687
H -0.530289 -1.496799 -0.355916 -0.231 -0.093 -0.026 0.254
H 0.493994 0.408753 0.964709 -0.045 -0.255 -0.146 0.300
H 0.819910 0.484723 -0.765274 -0.133 -0.233 0.110 0.294